(1)
C6H11O | ωB97M-V/def2-TZVPD

Output
LUMO, eV: -4.24
Net charge: +1
Kohn-Sham gap, eV: 11.532
HOMO energy, eV: -15.772

Last column: Löwdin charge in e.
CARTESIAN COORDINATES (ANGSTROEM)
C (-1.91975, -1.29629, -0.61593)  -0.135
C (-0.52680, -1.59737, -0.91628)  -0.091
C (0.50136, -0.81743, -0.10496)  -0.131
C (-1.15134, 0.88810, 0.57127)  0.178
C (0.17121, 0.65737, -0.11443)  -0.373
C (1.20172, 1.51912, 0.65089)  0.009
O (-2.36155, -0.38606, -0.02833)  0.167
H (-2.53845, -2.06069, -1.02287)  0.157
H (-0.35597, -2.65707, -0.86572)  0.144
H (-0.41239, -1.23718, -1.90443)  0.143
H (0.49841, -1.12808, 0.85378)  0.096
H (1.47430, -1.09302, -0.52683)  0.148
H (-1.13463, 0.68676, 1.68263)  0.158
H (-1.58638, 1.86415, 0.25253)  0.151
H (0.14328, 0.95643, -1.08028)  0.116
H (1.11426, 1.34596, 1.68264)  0.078
H (1.05573, 2.54384, 0.59796)  0.073
H (2.09318, 1.11290, 0.17724)  0.111

***

(2)
C40H29N6Rb | ωB97M-V/def2-TZVPD

Output
LUMO, eV: 3.93
Net charge: -2
Kohn-Sham gap, eV: 5.139
HOMO energy, eV: -1.213

Last column: Löwdin charge in e.
CARTESIAN COORDINATES (ANGSTROEM)
Rb (0.99727, 0.41822, -0.27063)  0.734
C (-3.23474, 3.12585, -0.71802)  -0.067
C (-3.83972, 3.28112, 0.52274)  -0.090
C (-3.12805, 2.96756, 1.66022)  -0.034
C (-1.81818, 2.48025, 1.54062)  -0.352
N (-1.23238, 2.33114, 0.34761)  0.068
C (-1.93575, 2.65130, -0.74299)  -0.131
N (-1.10906, 2.25170, 2.71492)  0.151
C (-0.58219, 1.10589, 2.97125)  -0.349
N (-0.63288, -0.05968, 2.26239)  0.104
C (0.00239, -1.01564, 2.98907)  -0.342
N (0.11462, -2.28153, 2.75068)  0.144
C (-0.37833, -2.81465, 1.57214)  -0.355
C (-1.31703, -3.85814, 1.64986)  -0.028
C (-1.77960, -4.44370, 0.49248)  -0.098
C (-1.28925, -4.00409, -0.73389)  -0.090
C (-0.35061, -2.99001, -0.71367)  -0.156
N (0.09884, -2.39954, 0.39359)  0.071
C (0.56709, -0.42598, 4.24111)  -0.112
C (1.33733, -0.95203, 5.25867)  -0.023
C (1.72300, -0.09215, 6.28426)  -0.101
C (1.33522, 1.24711, 6.28116)  -0.100
C (0.55509, 1.76403, 5.24989)  -0.033
C (0.18970, 0.90353, 4.23519)  -0.126
H (-3.74681, 3.35915, -1.64149)  0.083
H (-4.85720, 3.64857, 0.59507)  0.096
H (-3.54424, 3.08386, 2.65189)  0.097
H (-1.43135, 2.51737, -1.69474)  0.088
H (-1.66041, -4.16852, 2.62726)  0.099
H (-2.51676, -5.23738, 0.53946)  0.094
H (-1.61841, -4.42876, -1.67206)  0.091
H (0.06509, -2.61968, -1.64623)  0.085
H (1.63509, -1.99282, 5.24129)  0.107
H (2.33926, -0.46320, 7.09494)  0.089
H (1.65617, 1.89327, 7.09000)  0.090
H (0.25374, 2.80374, 5.22447)  0.108
C (6.65512, -3.55189, -3.17860)  -0.142
C (7.10095, -2.23721, -3.06135)  -0.120
C (6.41046, -1.32165, -2.28749)  -0.057
C (5.24843, -1.68737, -1.59675)  -0.237
C (4.81143, -3.00844, -1.72815)  -0.060
C (5.50155, -3.92906, -2.50514)  -0.123
C (4.51042, -0.72875, -0.75334)  -0.183
C (4.89140, 0.53512, -0.51899)  -0.066
C (4.09417, 1.30766, 0.40755)  -0.360
C (3.83704, 0.86211, 1.72272)  -0.076
C (3.04808, 1.59286, 2.60105)  -0.106
C (2.46071, 2.78856, 2.20288)  -0.126
C (2.71639, 3.26046, 0.91712)  -0.130
C (3.53680, 2.55420, 0.04944)  -0.113
H (7.19603, -4.26552, -3.78953)  0.078
H (7.99814, -1.92556, -3.58653)  0.085
H (6.73999, -0.29451, -2.18691)  0.088
H (3.90872, -3.31119, -1.20670)  0.101
H (5.13338, -4.94604, -2.58664)  0.086
H (3.61732, -1.18645, -0.28543)  0.075
H (4.26409, -0.08411, 2.03455)  0.107
H (2.86734, 1.20976, 3.59954)  0.089
H (1.80258, 3.32975, 2.87099)  0.088
H (2.26038, 4.18670, 0.58440)  0.097
H (3.73347, 2.93056, -0.94863)  0.100
C (0.80677, -0.18193, -3.50468)  -0.098
C (-0.31304, 0.57739, -3.69941)  -0.385
C (-1.65909, 0.08253, -3.48242)  -0.079
C (-2.76381, 0.84662, -3.70691)  -0.087
C (-2.67016, 2.18503, -4.16265)  -0.315
C (-1.36810, 2.70731, -4.36167)  -0.095
C (-0.25147, 1.96093, -4.13450)  -0.087
C (-3.82233, 2.97247, -4.37748)  -0.284
N (-4.76835, 3.62332, -4.54313)  0.073
H (1.79445, 0.21584, -3.70455)  0.036
H (0.73755, -1.23326, -3.25136)  0.013
H (-1.78063, -0.93581, -3.12719)  0.093
H (-3.74733, 0.42829, -3.52052)  0.106
H (-1.26447, 3.73520, -4.69358)  0.104
H (0.72766, 2.39906, -4.29584)  0.097

***

(3)
C30H27Cl5N3PRuS2Te | ωB97M-V/def2-TZVPD

Output
⟨S²⟩: 8.789
LUMO (alpha / beta), eV: -2.57 / -4.58
Net charge: +1
Spin multiplicity: 6
Kohn-Sham gap (alpha / beta), eV: 6.397 / 5.810
HOMO energy (alpha / beta), eV: -8.968 / -10.392

Last column: Mulliken spin population.
CARTESIAN COORDINATES (ANGSTROEM)
Ru (1.03992, -0.59924, 0.49004)  3.524
S (3.22697, 0.06377, 1.75946)  0.747
C (3.83951, 1.38849, 0.89435)  0.024
C (5.13541, 1.86401, 1.21963)  0.082
C (5.68302, 2.93972, 0.57440)  -0.036
C (4.95012, 3.57783, -0.43459)  0.144
C (3.68962, 3.13306, -0.78205)  -0.067
C (3.10325, 2.04456, -0.13488)  0.135
S (1.49254, 1.55658, -0.61106)  0.257
H (5.67777, 1.34241, 1.99728)  -0.003
H (6.67114, 3.29376, 0.83263)  0.000
H (5.37620, 4.42853, -0.95007)  0.007
H (3.13443, 3.63065, -1.56593)  0.004
Cl (2.32505, -3.13118, -1.75848)  0.008
C (2.03713, -3.65089, -0.10856)  -0.104
C (1.60882, -2.71047, 0.81851)  0.117
C (1.52392, -3.19308, 2.12021)  -0.025
Cl (1.10700, -2.05540, 3.39385)  0.027
C (1.77803, -4.50719, 2.49407)  0.000
Cl (1.63053, -5.01901, 4.12418)  0.001
C (2.16046, -5.41699, 1.50826)  0.023
Cl (2.46863, -7.05194, 1.91832)  0.003
C (2.30595, -4.98286, 0.19129)  -0.018
Cl (2.80883, -6.09172, -1.02155)  0.001
C (-1.97399, -0.48911, -4.49220)  -0.001
N (-2.48324, -0.09242, -3.10495)  -0.001
C (-3.25260, -1.28259, -2.51524)  -0.001
N (-2.45592, -2.45510, -2.50317)  0.002
C (-1.97880, -2.76236, -3.84985)  0.003
N (-1.19304, -1.66963, -4.41852)  0.013
C (0.08858, -1.48186, -3.72351)  0.064
P (-0.11854, -1.05754, -1.91889)  -0.074
C (-1.34283, 0.30478, -2.21439)  0.018
C (-1.35191, -2.38560, -1.53752)  0.016
H (-1.39706, 0.35470, -4.86964)  -0.001
H (-2.85890, -0.64788, -5.11029)  0.000
H (-3.12572, 0.69684, -3.18806)  0.000
H (-4.13065, -1.41500, -3.14915)  0.000
H (-3.55368, -0.98537, -1.51029)  -0.001
H (-2.83969, -2.94588, -4.49600)  0.001
H (-1.36878, -3.66313, -3.81608)  -0.001
H (0.65854, -0.69414, -4.22118)  -0.007
H (0.66052, -2.40330, -3.81064)  0.003
H (-0.83921, 1.15668, -2.67588)  -0.006
H (-1.76845, 0.64200, -1.26930)  0.001
H (-1.74967, -2.25010, -0.52847)  0.004
H (-0.82399, -3.34207, -1.53809)  -0.001
Te (-1.29981, -0.09969, 2.02526)  0.097
C (-2.42276, 1.32174, 0.93022)  0.004
C (-3.74353, 1.01510, 0.61527)  -0.007
C (-4.48920, 1.87223, -0.18625)  -0.001
C (-3.92456, 3.05170, -0.65245)  0.005
C (-2.61517, 3.37286, -0.31391)  -0.003
C (-1.86231, 2.50940, 0.46814)  0.007
C (-0.46666, 1.14580, 3.49634)  0.014
C (0.50765, 2.08389, 3.17582)  0.013
C (1.05201, 2.86673, 4.18216)  0.006
C (0.64129, 2.69842, 5.49729)  -0.001
C (-0.31736, 1.74729, 5.81257)  0.002
C (-0.87938, 0.96831, 4.81068)  -0.019
H (-4.20050, 0.10818, 0.99551)  -0.003
H (-5.51851, 1.63153, -0.41969)  0.000
H (-4.51145, 3.73285, -1.25516)  0.001
H (-2.17598, 4.30032, -0.65786)  0.000
H (-0.83423, 2.75543, 0.69665)  0.009
H (0.86303, 2.18605, 2.15646)  -0.007
H (1.80992, 3.59991, 3.93861)  -0.001
H (1.07591, 3.30629, 6.27948)  0.000
H (-0.63209, 1.61020, 6.83836)  0.000
H (-1.63159, 0.23015, 5.05846)  -0.003

***

(4)
C2H8N2S | ωB97M-V/def2-TZVPD

Output
LUMO, eV: 0.77
Kohn-Sham gap, eV: 9.972
SMILES string: N/C=C/N.S
HOMO energy, eV: -9.206

Last column: Löwdin charge in e.
CARTESIAN COORDINATES (ANGSTROEM)
N (-1.20786, -0.12284, 0.27026)  -0.007
C (0.19779, -0.32916, 0.23970)  -0.227
C (0.85743, -1.05916, 1.12671)  -0.221
N (2.27345, -1.23998, 1.03280)  -0.009
H (-1.67488, -0.55574, -0.51572)  0.052
H (-1.43210, 0.85699, 0.20269)  0.020
H (0.77567, 0.14560, -0.55272)  0.099
H (0.32859, -1.53688, 1.95074)  0.102
H (2.49284, -2.22592, 0.95096)  0.064
H (2.72364, -0.94124, 1.89019)  0.064
S (-2.29913, 2.02777, -2.32222)  0.489
H (-1.01577, 1.83713, -2.64244)  -0.216
H (-2.01966, 3.14344, -1.63095)  -0.210

***

(5)
C26H68N4O8S | ωB97M-V/def2-TZVPD

Output
LUMO, eV: 0.42
Kohn-Sham gap, eV: 8.021
HOMO energy, eV: -7.599

Last column: Löwdin charge in e.
CARTESIAN COORDINATES (ANGSTROEM)
C (29.99285, -1.65677, 15.02331)  -0.041
C (29.16722, -0.92067, 16.12401)  -0.323
C (28.10837, 0.13083, 15.61586)  -0.020
O (28.50014, -1.86775, 16.93544)  -0.238
H (30.91203, -2.04029, 15.46615)  0.061
H (30.34540, -0.88749, 14.33628)  0.069
H (29.42204, -2.32760, 14.38122)  0.046
H (29.88027, -0.38071, 16.74698)  0.085
H (27.72804, -0.26238, 14.67308)  0.107
H (28.53328, 1.07919, 15.28695)  0.007
H (27.30427, 0.41766, 16.29354)  0.081
H (27.59339, -1.78109, 16.63231)  0.102
C (27.86346, -3.83191, 13.32613)  -0.077
C (26.71510, -3.87462, 14.35473)  -0.451
C (26.19172, -5.29713, 14.59918)  -0.042
O (27.11342, -3.29756, 15.55329)  -0.026
H (28.61101, -4.51285, 13.73304)  0.090
H (28.03639, -2.75599, 13.30214)  0.036
H (27.45955, -4.14670, 12.36391)  0.129
H (25.81170, -3.35076, 14.04240)  0.139
H (25.87336, -5.63816, 15.58430)  0.086
H (27.00550, -5.98137, 14.35898)  0.070
H (25.49154, -5.54945, 13.80281)  0.079
H (27.69990, -3.92855, 15.97694)  0.108
C (31.48919, -4.47570, 15.02081)  -0.055
C (31.69593, -4.06561, 13.54096)  -0.344
C (30.34922, -3.54382, 12.92013)  -0.217
O (30.59815, -3.09510, 11.59552)  -0.195
C (31.06049, -4.06168, 10.75392)  -0.152
N (32.79667, -3.05332, 13.54037)  0.050
H (30.94130, -5.41683, 15.06766)  0.073
H (30.90953, -3.68928, 15.50416)  0.039
H (32.32024, -4.75943, 15.66653)  0.080
H (32.10246, -4.94794, 13.04666)  0.118
H (30.09975, -2.64226, 13.47963)  0.039
H (29.46883, -4.17869, 12.82037)  0.057
H (30.61943, -3.88618, 9.77271)  0.087
H (30.79102, -5.10852, 10.89396)  0.095
H (32.14647, -3.98354, 10.70260)  0.092
H (32.85208, -2.58963, 12.64481)  0.059
H (32.47556, -2.26039, 14.07728)  -0.038
C (28.59283, -5.84553, 21.12762)  -0.058
C (28.32158, -4.33329, 21.19040)  -0.352
C (27.19265, -3.72327, 20.20889)  -0.158
O (27.62756, -3.78720, 18.84970)  -0.150
C (28.39077, -2.64971, 18.43248)  -0.192
N (27.91991, -4.00771, 22.58627)  0.015
H (27.66973, -6.41379, 21.24198)  0.075
H (29.28983, -6.28251, 21.84270)  0.070
H (28.98308, -6.08681, 20.13889)  0.071
H (29.19041, -3.67527, 21.17500)  0.126
H (26.72987, -2.75497, 20.39950)  0.061
H (26.39671, -4.46091, 20.31136)  0.122
H (27.69636, -1.89912, 18.05499)  0.068
H (29.04177, -2.83843, 17.57885)  0.078
H (29.03326, -2.29613, 19.23888)  0.117
H (28.63272, -4.23258, 23.26557)  0.077
H (27.74763, -3.01285, 22.56013)  -0.063
C (30.45764, 3.00783, 12.38530)  -0.049
C (29.12781, 2.17874, 12.57011)  -0.303
C (29.25370, 0.70775, 11.98939)  -0.145
O (27.99538, 0.04333, 11.90971)  -0.142
C (28.13993, -1.32089, 11.60802)  -0.108
N (28.98870, 2.02915, 14.01999)  -0.075
H (30.57509, 3.97577, 12.87253)  0.086
H (30.60708, 3.32307, 11.35263)  0.083
H (31.20250, 2.39382, 12.89152)  0.023
H (28.24888, 2.57214, 12.05942)  0.133
H (29.73071, 0.14325, 12.79058)  0.101
H (29.92256, 0.77096, 11.13107)  0.138
H (28.78903, -1.73846, 10.83834)  0.100
H (27.18606, -1.75255, 11.30487)  0.103
H (28.43192, -1.88419, 12.49431)  0.023
H (28.23477, 1.42479, 14.31400)  0.034
H (28.77156, 2.93518, 14.40990)  0.113
C (26.49035, 2.00378, 18.35981)  -0.073
C (27.19776, 1.05445, 19.29081)  -0.383
C (26.36030, 0.05620, 20.07324)  -0.105
O (27.37442, -0.81152, 20.82376)  -0.216
C (26.75681, -1.58183, 21.92257)  -0.080
N (28.12874, 0.19463, 18.52894)  0.067
H (25.85120, 2.75293, 18.82710)  0.077
H (25.88401, 1.58754, 17.55532)  0.073
H (27.16142, 2.68400, 17.83535)  0.076
H (27.69658, 1.73124, 19.98453)  0.143
H (25.64812, -0.56978, 19.53561)  0.131
H (25.77761, 0.57180, 20.83661)  0.117
H (26.44627, -0.93760, 22.74514)  0.102
H (27.36507, -2.28826, 22.48744)  0.011
H (25.86141, -2.10580, 21.58819)  0.103
H (28.39451, -0.50310, 19.20910)  0.045
H (27.62148, -0.39246, 17.88232)  0.031
C (30.57288, 1.65422, 15.79907)  -0.276
C (31.42646, 1.21868, 16.98292)  -0.164
C (32.13861, -0.06744, 16.49901)  -0.156
S (32.63915, 0.29466, 14.73445)  0.804
O (32.24428, -0.84500, 13.90967)  -0.384
O (33.97356, 0.79549, 14.57665)  -0.304
C (31.39652, 1.70331, 14.60149)  -0.240
H (29.90510, 2.51501, 15.76477)  0.131
H (29.86236, 0.83635, 15.67931)  0.040
H (30.73189, 1.06693, 17.80915)  0.104
H (32.02678, 2.09663, 17.22150)  0.122
H (31.56639, -0.98257, 16.34674)  0.056
H (32.96113, -0.39258, 17.13608)  0.112
H (30.72285, 1.52898, 13.76252)  0.030
H (32.06960, 2.54221, 14.42461)  0.117

***

(6)
C4H14N | ωB97M-V/def2-TZVPD

Output
⟨S²⟩: 0.753
LUMO (alpha / beta), eV: -7.13 / -14.86
Net charge: +2
Spin multiplicity: 2
Kohn-Sham gap (alpha / beta), eV: 13.250 / 5.504
HOMO energy (alpha / beta), eV: -20.377 / -20.367

Last column: Mulliken spin population.
CARTESIAN COORDINATES (ANGSTROEM)
C (-2.44089, 0.20834, 0.22474)  0.193
C (-1.91317, 1.50143, 0.84393)  0.129
H (-3.63699, 0.28787, 0.18154)  0.091
H (-2.18725, 0.32820, -0.91558)  0.259
H (-2.05198, -0.82138, 0.60374)  0.024
H (-0.86488, 1.70862, 0.36671)  0.147
H (-1.72202, 1.32576, 1.93238)  0.143
H (-2.74691, 2.25879, 0.81176)  -0.005
C (1.93513, -0.89361, -0.83265)  -0.001
C (0.38114, -0.87085, -0.74151)  0.013
N (2.55589, -0.13120, 0.39199)  0.000
H (2.46131, -1.94055, -0.81578)  0.000
H (2.19255, -0.34998, -1.92998)  0.000
H (-0.11915, -0.02483, -0.16980)  0.002
H (-0.08411, -1.80058, -0.51826)  -0.002
H (3.62434, 0.05187, 0.48199)  0.000
H (2.01500, 0.62194, 0.78100)  0.000
H (2.50805, -0.88715, 1.10993)  0.000
H (0.09394, -0.57271, -1.80617)  0.005

***

Calculated E (eV), listed in the same order as above: -8438.6317; -51547.5933; -139456.8089; -16018.1270; -61214.1942; -5841.7107